Molecular formula: C23H41LaN2OP3
Method: DFT, the ωB97M-V functional and the def2-TZVPD basis

Geometry as XYZ:
```
71
Properties=species:S:1:pos:R:3
La -0.485 -0.128 0.294
P 1.872 1.226 1.793
P -1.168 2.514 -0.788
P 1.912 -0.372 -1.495
H -1.826 -4.711 -0.203
C -0.791 -5.094 -0.207
C -0.042 -5.070 0.914
H -0.430 -4.687 1.872
C 1.517 1.782 3.504
C 2.692 2.752 1.179
C 3.356 0.208 2.168
C -2.595 2.452 -1.962
C -1.738 3.681 0.448
C 0.061 3.440 -1.701
C 2.588 -2.048 -1.147
C 3.474 0.557 -1.714
C 1.456 -0.583 -3.258
H -0.400 -5.428 -1.162
H 1.015 -5.352 0.897
H 1.237 0.927 4.133
H 0.671 2.482 3.493
H 2.395 2.280 3.934
H 1.933 3.524 1.002
H 3.219 2.560 0.235
H 3.410 3.123 1.925
H 3.033 -0.686 2.717
H 4.062 0.773 2.794
H 3.860 -0.116 1.250
H -2.895 3.484 -2.109
H -3.398 1.863 -1.499
H -2.301 1.967 -2.894
H -2.030 4.611 -0.066
H -0.965 3.947 1.179
H -2.609 3.323 1.004
H -0.388 4.401 -1.998
H 0.380 2.921 -2.610
H 0.955 3.668 -1.105
H 3.193 -2.374 -2.003
H 1.774 -2.770 -0.979
H 3.214 -2.016 -0.245
H 4.012 0.144 -2.578
H 4.108 0.487 -0.823
H 3.249 1.613 -1.908
H 2.368 -0.829 -3.817
H 1.034 0.354 -3.642
H 0.713 -1.380 -3.388
C -2.060 -1.501 -2.476
C -2.971 -0.747 -3.236
C -3.211 -1.227 -4.532
C -2.586 -2.402 -4.964
C -1.741 -3.141 -4.144
C -1.499 -2.721 -2.843
O -1.522 -1.101 -1.280
H -1.447 1.077 -0.940
H -3.431 0.145 -2.830
H -3.874 -0.692 -5.196
H -2.750 -2.754 -5.981
H -1.233 -4.043 -4.445
H -0.850 -3.193 -2.118
N -0.737 0.231 7.872
C -0.962 0.101 6.691
C -1.198 -0.038 5.292
C -0.681 -1.134 4.594
C -0.848 -1.192 3.215
N -1.483 -0.203 2.524
C -2.058 0.826 3.218
C -1.930 0.934 4.600
H -0.155 -1.918 5.131
H -0.468 -2.038 2.631
H -2.625 1.550 2.641
H -2.377 1.760 5.143
```

Properties
LUMO level (spin up / spin down): -11.6 / -11.6 eV
HOMO energy (spin up / spin down): -16.023 / -16.023 eV
Charge: +3
Relative energy (zero: lowest compared OMol25 entry of this formula, charge and spin): 2.4223 eV
Calculated total energy: -2140.32839 Eh
Orbital gap (spin up / spin down): 0.164 / 0.164 Eh